[1]
16
Properties=species:S:1:pos:R:3 method="wB97M-V/def2-TZVPD" spin_multiplicity=1 e_homo_ev=-18.7 homo_lumo_gap_ev=10.43 e_lumo_ev=-8.31 total_charge=+2
C -3.385 0.290 0.873
N -2.530 -0.135 0.215
C -1.485 -0.697 -0.489
C -0.256 0.220 -0.582
N 0.643 -0.279 0.533
N 1.808 0.647 0.872
O 1.058 -1.503 0.431
H -3.979 0.870 1.527
H -1.859 -1.084 -1.422
H -1.058 -1.669 -0.024
H 0.262 0.100 -1.534
H -0.524 1.330 -0.349
H 2.323 0.614 -0.009
H 2.408 0.016 1.545
H 1.680 1.654 1.204
H 1.425 -1.764 -0.386


[2]
87
Properties=species:S:1:pos:R:3 method="wB97M-V/def2-TZVPD" spin_multiplicity=7 s_squared=12.01 e_homo_ev="-7.4 / -7.4" homo_lumo_gap_ev="7.26 / 7.30" e_lumo_ev="-0.16 / -0.09" total_charge=0
Eu -0.758 -0.775 -0.492
O -1.422 3.064 -1.223
S -1.278 1.709 -0.810
O -2.058 0.687 -1.612
O -1.692 1.401 0.579
O 0.151 1.172 -0.906
O 2.207 -0.921 -0.739
N 1.912 -0.888 0.595
C 2.311 -1.866 1.291
C 1.979 -1.895 2.730
C 2.599 -2.872 3.501
C 2.355 -2.959 4.861
C 1.477 -2.064 5.448
C 0.845 -1.089 4.683
C 1.082 -0.974 3.315
P 0.145 0.212 2.247
C 1.340 1.632 2.125
C 2.679 1.494 2.478
C 3.580 2.536 2.296
C 3.156 3.736 1.744
C 1.816 3.899 1.420
C 0.916 2.861 1.619
C -1.078 0.913 3.429
C -0.870 2.027 4.238
C -1.876 2.475 5.091
C -3.093 1.810 5.149
C -3.306 0.692 4.353
C -2.305 0.251 3.500
H 1.970 -0.028 -1.046
H 2.894 -2.677 0.852
H 3.282 -3.566 3.022
H 2.842 -3.721 5.455
H 1.281 -2.114 6.512
H 0.159 -0.406 5.166
H 3.039 0.564 2.903
H 4.614 2.408 2.595
H 3.862 4.539 1.573
H 1.462 4.834 1.001
H -0.124 3.012 1.358
H 0.075 2.553 4.206
H -1.706 3.350 5.707
H -3.875 2.164 5.810
H -4.256 0.172 4.393
H -2.476 -0.612 2.865
C 3.625 3.089 -3.077
C 2.287 2.444 -3.331
C 1.150 3.209 -3.544
C -0.076 2.620 -3.857
C -0.150 1.250 -3.954
C 0.967 0.452 -3.701
C 2.175 1.050 -3.395
S -1.703 0.466 -4.398
C -1.148 0.110 -6.062
O -2.730 1.556 -4.555
H 3.520 4.158 -2.895
H 4.280 2.960 -3.941
H 4.126 2.639 -2.217
H 1.213 4.288 -3.462
H -0.974 3.206 -4.004
H 0.888 -0.632 -3.746
H 3.052 0.434 -3.205
H -0.835 1.049 -6.520
H -1.995 -0.317 -6.602
H -0.322 -0.606 -6.029
C 0.711 -4.122 -3.706
C 0.656 -3.331 -2.398
C 0.813 -4.291 -1.217
C -0.644 -2.526 -2.261
H 1.647 -4.685 -3.808
H 0.629 -3.455 -4.569
H -0.120 -4.833 -3.750
H 1.516 -2.652 -2.392
H 0.080 -5.102 -1.296
H 0.633 -3.787 -0.260
H 1.809 -4.745 -1.178
H -1.457 -3.261 -2.121
H -0.862 -2.066 -3.232
C -4.641 0.191 0.434
S -3.874 -1.112 -0.487
C -5.095 -2.350 -0.222
O -2.693 -1.598 0.412
H -5.414 0.636 -0.197
H -3.862 0.926 0.638
H -5.052 -0.214 1.359
H -6.023 -2.027 -0.699
H -5.224 -2.494 0.851
H -4.740 -3.268 -0.691


[3]
87
Properties=species:S:1:pos:R:3 method="wB97M-V/def2-TZVPD" spin_multiplicity=1 e_homo_ev=-11.0 homo_lumo_gap_ev=8.50 e_lumo_ev=-2.52 total_charge=+1
C 6.806 -0.489 1.617
O 6.298 -0.445 0.268
C 6.180 0.914 -0.193
C 5.142 1.042 -1.403
C 4.024 -0.062 -1.185
C 2.631 0.253 -1.884
C 1.465 0.668 -0.894
Cl 0.289 1.686 -1.921
C 1.927 1.637 0.268
N 0.928 1.778 1.389
P 1.745 2.729 2.695
N 0.880 2.699 4.027
C 0.752 0.382 1.955
C -0.200 -0.378 0.945
C 0.588 -0.599 -0.414
P 1.527 -2.227 -0.297
N 0.588 -3.430 0.196
H 7.385 0.458 1.816
H 7.526 -1.346 1.772
H 5.994 -0.568 2.395
H 7.226 1.236 -0.505
H 5.844 1.589 0.655
H 4.732 2.091 -1.500
H 5.726 0.737 -2.326
H 4.443 -1.029 -1.607
H 3.821 -0.293 -0.093
H 2.332 -0.591 -2.576
H 2.804 1.142 -2.570
H 2.032 2.671 -0.194
H 2.919 1.387 0.734
H 0.023 2.178 1.103
H 3.050 2.165 2.926
H 1.902 4.086 2.228
H 0.616 3.668 4.293
H 1.747 -0.151 2.037
H 0.266 0.379 2.967
H -0.473 -1.391 1.381
H -1.169 0.176 0.823
H -0.195 -0.737 -1.224
H 2.628 -2.031 0.597
H 2.052 -2.497 -1.596
H 1.014 -3.776 1.068
C -4.480 -4.194 -1.108
C -5.296 -2.942 -1.432
C -4.802 -1.820 -0.514
S -3.093 -2.198 -0.144
O -2.975 -2.482 1.268
O -2.237 -1.232 -0.806
C -3.028 -3.736 -1.044
H -4.621 -4.976 -1.857
H -4.791 -4.596 -0.139
H -5.133 -2.663 -2.474
H -6.367 -3.112 -1.303
H -4.859 -0.846 -0.999
H -5.353 -1.799 0.428
H -2.375 -4.438 -0.526
H -2.638 -3.523 -2.041
C -4.326 -5.232 -6.954
C -3.602 -6.249 -6.068
C -3.683 -5.741 -4.626
S -5.178 -4.760 -4.526
O -4.809 -3.384 -4.278
O -6.152 -5.454 -3.713
C -5.636 -4.921 -6.243
H -4.498 -5.620 -7.959
H -3.722 -4.323 -7.042
H -4.102 -7.219 -6.145
H -2.566 -6.390 -6.377
H -3.743 -6.561 -3.911
H -2.839 -5.094 -4.381
H -6.107 -4.001 -6.588
H -6.337 -5.754 -6.323
C 2.087 7.491 4.840
C 0.977 8.541 4.944
C -0.351 7.792 5.082
S 0.036 6.230 5.865
O -0.239 5.162 4.925
O -0.497 6.221 7.206
C 1.801 6.477 5.941
H 3.077 7.935 4.952
H 2.043 7.004 3.860
H 1.144 9.161 5.829
H 0.966 9.204 4.077
H -1.061 8.338 5.703
H -0.796 7.580 4.109
H 2.315 5.527 5.797
H 2.037 6.886 6.925


[4]
18
Properties=species:S:1:pos:R:3 method="wB97M-V/def2-TZVPD" spin_multiplicity=1 e_homo_ev=-8.8 homo_lumo_gap_ev=9.78 e_lumo_ev=0.98 total_charge=0
C 1.660 0.034 -0.267
C 1.114 -0.562 0.740
C 0.110 -0.085 1.627
C -0.442 1.127 1.347
C 0.147 1.867 0.246
C 1.255 1.373 -0.467
H 2.246 -0.603 -0.986
H 1.528 -1.527 1.156
H -0.336 -0.789 2.533
H -1.364 1.702 1.617
H -0.145 2.899 0.085
H 1.486 1.793 -1.451
C -0.658 -1.716 -1.035
C -1.736 -0.676 -1.037
H 0.150 -1.917 -1.910
H -0.496 -2.232 0.091
H -1.909 0.107 -1.973
H -2.612 -0.794 -0.316


[5]
74
Properties=species:S:1:pos:R:3 method="wB97M-V/def2-TZVPD" spin_multiplicity=1 e_homo_ev=-6.7 homo_lumo_gap_ev=7.04 e_lumo_ev=0.33 total_charge=0
Ru -0.814 -0.404 0.386
N 1.157 3.156 1.947
C 0.761 1.949 1.457
S -0.945 1.599 1.527
N 1.693 1.183 0.958
N 1.179 0.011 0.454
C 1.982 -0.886 0.010
C 3.454 -0.760 -0.047
C 4.109 -0.879 -1.270
C 5.491 -0.774 -1.336
C 6.227 -0.565 -0.179
C 5.577 -0.453 1.044
C 4.197 -0.543 1.111
C 1.284 -2.107 -0.495
C 2.009 -3.176 -1.198
C 1.468 -3.779 -2.263
C 0.212 -3.342 -2.861
C -0.511 -2.351 -2.338
N -0.088 -1.759 -1.128
H 0.528 3.640 2.562
H 2.145 3.287 2.083
H 3.535 -1.045 -2.172
H 5.992 -0.858 -2.292
H 7.305 -0.490 -0.228
H 6.149 -0.291 1.948
H 3.683 -0.443 2.057
H 2.979 -3.464 -0.816
H 2.001 -4.590 -2.742
H -0.112 -3.789 -3.790
H -1.385 -1.915 -2.799
O -0.648 -1.257 2.249
N -1.798 -1.593 2.840
C -1.669 -2.056 4.104
C -2.753 -2.457 4.829
C -4.017 -2.386 4.236
C -4.128 -1.919 2.954
C -3.001 -1.505 2.223
S -3.116 -0.951 0.601
H -0.648 -2.076 4.452
H -2.611 -2.822 5.835
H -4.897 -2.700 4.781
H -5.084 -1.853 2.456
S -0.824 -3.855 0.585
C -0.050 -2.505 0.047
O -0.957 0.818 -1.379
S -2.283 1.139 -2.049
C -1.745 2.298 -3.339
C -1.043 3.524 -2.826
C 0.160 3.435 -2.126
C 0.761 4.580 -1.627
C 0.184 5.825 -1.836
C -0.998 5.924 -2.556
C -1.608 4.777 -3.045
C -3.230 2.231 -0.958
C -4.536 2.561 -1.627
C -4.890 3.882 -1.880
C -6.097 4.181 -2.496
C -6.959 3.160 -2.870
C -6.617 1.840 -2.612
C -5.415 1.541 -1.989
H -2.636 2.551 -3.917
H -1.098 1.674 -3.956
H 0.613 2.470 -1.952
H 1.684 4.493 -1.068
H 0.659 6.716 -1.447
H -1.447 6.892 -2.737
H -2.531 4.855 -3.607
H -2.628 3.103 -0.708
H -3.378 1.628 -0.060
H -4.221 4.678 -1.579
H -6.366 5.214 -2.679
H -7.899 3.393 -3.353
H -7.292 1.041 -2.888
H -5.160 0.511 -1.767


[6]
21
Properties=species:S:1:pos:R:3 method="wB97M-V/def2-TZVPD" spin_multiplicity=1 e_homo_ev="-14.2 / -14.0" homo_lumo_gap_ev="9.21 / 8.77" e_lumo_ev="-5.03 / -5.27" total_charge=+1
C -1.248 -2.131 -0.659
C -0.816 1.232 1.303
C 1.989 1.203 0.329
C 0.062 -1.480 -1.325
C -0.514 1.399 -0.177
N 0.938 -0.793 -0.376
O 0.851 0.650 -0.518
H -1.003 -2.437 0.283
H -2.029 -1.308 -0.506
H -1.542 -2.911 -1.334
H -0.446 1.915 1.993
H -0.567 0.260 1.680
H -1.974 1.237 1.409
H 2.927 0.733 0.058
H 2.217 2.252 0.158
H 1.927 1.045 1.356
H 0.571 -2.383 -1.728
H -0.201 -0.745 -2.004
H -1.257 0.778 -0.846
H -0.371 2.440 -0.483
H 0.486 -0.957 1.387


[7]
11
Properties=species:S:1:pos:R:3 method="wB97M-V/def2-TZVPD" spin_multiplicity=1 e_homo_ev=-9.0 homo_lumo_gap_ev=9.62 e_lumo_ev=0.64 total_charge=0
C 0.355 0.939 1.284
N -0.078 0.011 0.181
C -1.270 -1.423 -0.582
N -0.789 -1.518 -1.705
N 0.326 -0.665 -2.020
C 0.586 0.072 -0.952
H 1.448 0.930 1.455
H -0.102 0.667 2.238
H 0.087 1.993 1.096
H -1.997 -1.736 0.152
H 1.434 0.731 -1.146


Record-wise energy relative to the best compared isomer or geometry (same formula, charge and spin) values, in kJ/mol: 397.2; 87.2; 158.4; 457.9; 177.5; 841.6; 343.8